(1)
50
Properties=species:S:1:pos:R:3:lowdin_charge:R:1 method="wB97M-V/def2-TZVPD" homo_energy_ha=-0.0803 homo_lumo_gap_ha=0.1708 relative_energy_kj_mol=141.9 total_charge=-2
Pd 2.004 -1.194 0.793 0.405
F -1.586 4.415 2.905 0.101
C -1.015 3.213 2.803 -0.164
C 0.200 3.061 2.160 -0.159
F 0.797 4.119 1.606 0.104
C 0.816 1.822 2.132 -0.250
F 2.003 1.754 1.514 0.052
C 0.264 0.685 2.727 -0.514
S 1.093 -0.865 2.879 0.541
C -0.978 0.876 3.331 -0.249
F -1.601 -0.152 3.930 0.061
C -1.606 2.108 3.380 -0.145
F -2.785 2.238 4.010 0.099
Se 4.722 -5.455 0.054 -0.126
Sb 3.685 -4.226 1.816 -0.207
Se 4.059 -1.784 1.883 0.089
Se 1.511 -4.778 2.776 0.081
Se 3.935 -5.107 4.094 0.010
C 2.912 -3.460 -2.515 -0.038
C 2.549 -2.699 -1.263 -0.768
O 1.901 -3.253 -0.345 -0.243
O 2.907 -1.477 -1.170 -0.155
H 2.482 -4.457 -2.485 0.068
H 3.998 -3.547 -2.558 0.062
H 2.567 -2.907 -3.389 0.073
C -3.936 3.006 -3.738 -0.264
Si -3.629 4.494 -2.594 -0.117
C -2.991 5.857 -3.750 -0.266
C -5.366 5.056 -2.079 -0.265
Se -2.296 4.075 -0.904 0.079
H -4.595 3.264 -4.574 0.011
H -4.404 2.192 -3.178 0.006
H -2.992 2.638 -4.151 0.010
H -3.681 6.046 -4.580 0.009
H -2.019 5.578 -4.163 0.010
H -2.855 6.787 -3.191 0.010
H -6.006 5.256 -2.946 0.009
H -5.301 5.965 -1.477 0.010
H -5.842 4.288 -1.465 0.011
Br -1.188 -2.709 0.729 0.770
C -0.933 -1.135 -0.284 -0.710
C -1.997 -0.674 -1.046 -0.104
C -1.815 0.462 -1.809 -0.063
C -0.584 1.099 -1.792 -0.081
C 0.413 0.571 -1.001 -0.103
N 0.244 -0.532 -0.249 -0.060
H -2.937 -1.203 -1.021 0.094
H -2.625 0.866 -2.400 0.084
H -0.429 2.014 -2.341 0.079
H 1.392 1.026 -0.944 0.115

***

(2)
70
Properties=species:S:1:pos:R:3:lowdin_charge:R:1 method="wB97M-V/def2-TZVPD" homo_energy_ha=-0.2544 homo_lumo_gap_ha=0.3283 relative_energy_kj_mol=32.0 total_charge=-1
K 0.189 0.190 -0.133 0.741
N 2.234 -1.318 1.113 -0.342
S 1.545 -2.260 2.215 0.459
O 2.423 -3.198 2.831 -0.273
O 0.210 -2.596 1.842 -0.276
F 1.364 -1.206 3.378 -0.179
S 3.133 -2.350 0.235 0.489
O 2.450 -3.547 -0.148 -0.287
O 4.515 -2.433 0.557 -0.263
F 3.065 -1.471 -1.091 -0.202
N 1.077 2.936 -0.359 -0.340
S 0.663 3.413 -1.838 0.454
O 0.513 4.796 -2.044 -0.265
O -0.274 2.498 -2.392 -0.288
F 2.022 3.077 -2.597 -0.187
S 0.929 4.212 0.622 0.473
O -0.409 4.642 0.845 -0.279
O 1.966 5.171 0.493 -0.275
F 1.306 3.435 1.954 -0.193
C 1.142 0.947 5.327 -0.076
O -0.235 0.658 5.007 -0.220
P -0.876 1.454 3.803 0.340
O -0.449 1.102 2.460 -0.245
O -2.412 1.149 3.999 -0.186
C -3.101 0.985 5.231 -0.102
O -0.635 2.979 4.133 -0.188
C -0.929 3.525 5.402 -0.107
H 1.541 0.042 5.780 0.091
H 1.167 1.678 6.141 0.084
H 1.702 1.271 4.455 0.098
H -3.863 1.766 5.310 0.091
H -2.461 0.949 6.103 0.076
H -3.698 0.073 5.150 0.090
H -1.292 2.833 6.157 0.074
H -1.646 4.343 5.307 0.096
H -0.025 3.998 5.800 0.094
C -1.091 -3.077 -1.692 -0.058
O -2.123 -2.484 -0.897 -0.194
P -3.124 -1.411 -1.407 0.303
O -3.173 -1.164 -2.823 -0.190
O -4.513 -1.858 -0.790 -0.196
C -4.677 -1.925 0.620 -0.100
O -2.675 -0.181 -0.501 -0.269
C -3.429 1.030 -0.550 -0.074
H -0.126 -2.840 -1.252 0.076
H -1.135 -2.698 -2.715 0.078
H -1.246 -4.153 -1.747 0.094
H -5.104 -1.010 1.028 0.082
H -3.729 -2.139 1.121 0.092
H -5.326 -2.769 0.852 0.088
H -4.082 1.139 0.311 0.087
H -3.941 1.136 -1.511 0.097
H -2.719 1.861 -0.581 0.094
C 2.876 -3.088 -4.433 -0.091
O 2.008 -2.333 -3.609 -0.205
P 1.390 -0.918 -3.937 0.336
O 0.610 -0.428 -2.821 -0.245
O 2.592 -0.012 -4.414 -0.214
C 3.547 0.444 -3.415 -0.057
O 0.560 -1.040 -5.277 -0.176
C 1.160 -1.340 -6.527 -0.112
H 3.284 -3.878 -3.800 0.096
H 3.708 -2.476 -4.785 0.090
H 2.351 -3.582 -5.251 0.084
H 3.050 0.643 -2.472 0.071
H 3.954 1.363 -3.824 0.090
H 4.323 -0.311 -3.312 0.087
H 0.852 -0.585 -7.250 0.092
H 0.849 -2.326 -6.873 0.088
H 2.251 -1.333 -6.518 0.078

***

(3)
12
Properties=species:S:1:pos:R:3:lowdin_charge:R:1 method="wB97M-V/def2-TZVPD" homo_energy_ha=-0.3103 homo_lumo_gap_ha=0.3406 relative_energy_kj_mol=635.6
C -1.622 0.575 -0.261 -0.248
C 0.880 0.504 0.404 -0.677
C 1.510 -0.902 0.083 0.011
C 0.127 -0.471 -0.356 -0.634
H -2.412 1.530 -0.579 0.159
H -2.161 -0.255 0.326 0.087
H 1.398 1.190 -0.312 0.122
H 1.753 -1.734 0.940 0.171
H 2.047 -0.585 -0.753 0.070
H -0.491 -0.987 0.440 0.106
O -0.668 0.019 -1.233 -0.047
S -0.361 1.117 1.302 0.881

***

(4)
83
Properties=species:S:1:pos:R:3:lowdin_charge:R:1 method="wB97M-V/def2-TZVPD" homo_energy_ha=-0.1980 homo_lumo_gap_ha=0.2745 relative_energy_kj_mol=0.0 total_charge=-1
N 5.436 0.189 3.366 0.135
C 5.656 0.038 2.125 -0.573
N 6.427 0.997 1.410 0.093
N 5.196 -1.064 1.357 0.013
C 3.935 -0.788 0.580 -0.194
C 3.013 0.240 1.201 -0.216
C 1.614 0.198 0.573 -0.184
C 0.659 1.140 1.337 -0.125
C -0.293 1.954 0.446 -0.353
O -0.231 3.302 0.832 -0.049
B -1.310 3.542 1.883 -0.700
C -0.644 4.129 3.246 -0.128
C -1.530 4.073 4.499 -0.226
C -2.823 4.901 4.375 -0.282
N -2.911 6.041 5.318 -0.034
O -1.954 2.193 2.006 -0.072
C -1.791 1.640 0.740 -0.676
P -2.253 -0.151 0.515 0.956
P -1.888 -1.188 2.411 0.259
O -0.970 -2.318 2.210 -0.349
O -1.413 -0.217 3.589 -0.168
O -3.337 -1.732 2.896 -0.185
P -2.825 2.474 -0.573 0.470
O -3.433 1.440 -1.447 -0.353
O -3.958 3.339 0.137 -0.117
O -1.970 3.481 -1.466 -0.092
H 4.927 -0.622 3.711 0.046
H 6.984 1.506 2.083 0.072
H 5.819 1.672 0.960 0.077
H 5.915 -1.214 0.658 0.093
H 4.226 -0.425 -0.407 0.119
H 3.404 -1.731 0.474 0.107
H 3.387 1.257 1.077 0.114
H 2.880 0.045 2.266 0.114
H 1.261 -0.832 0.637 0.104
H 1.656 0.484 -0.478 0.111
H 0.131 0.552 2.081 0.077
H 1.253 1.865 1.887 0.120
H -0.035 1.808 -0.606 0.137
H -2.083 4.397 1.436 0.103
H 0.331 3.683 3.459 0.087
H -0.436 5.189 3.051 0.094
H -0.966 4.504 5.334 0.089
H -1.724 3.037 4.778 0.097
H -2.925 5.303 3.372 0.091
H -3.676 4.266 4.612 0.100
H -2.753 5.675 6.250 0.047
H -2.104 6.632 5.147 0.052
H -3.661 -0.130 0.511 -0.069
H -0.777 -0.724 4.108 0.082
H -4.004 -1.151 2.521 0.036
H -3.918 3.198 1.092 0.075
H -2.357 4.359 -1.395 0.091
C 5.430 -5.875 0.778 -0.052
C 5.761 -4.593 1.511 -0.318
O 6.449 -3.853 0.521 0.113
C 5.989 -4.258 -0.695 -0.555
O 6.157 -3.674 -1.709 0.182
O 5.301 -5.420 -0.573 0.071
F 6.586 -4.809 2.566 0.072
H 6.251 -6.590 0.846 0.142
H 4.510 -6.343 1.115 0.139
H 4.897 -4.018 1.846 0.166
C -4.260 0.199 -4.194 -0.031
C -4.564 1.165 -5.316 -0.309
O -3.389 1.088 -6.113 0.134
C -2.849 -0.144 -5.927 -0.561
O -2.013 -0.623 -6.622 0.159
O -3.404 -0.751 -4.864 0.064
F -4.726 2.437 -4.885 0.081
H -3.720 0.682 -3.380 0.103
H -5.142 -0.294 -3.797 0.143
H -5.424 0.895 -5.933 0.168
C -2.280 -3.796 -6.324 -0.040
C -1.755 -4.568 -5.135 -0.310
O -2.891 -5.320 -4.735 0.131
C -3.664 -5.518 -5.838 -0.562
O -4.548 -6.304 -5.910 0.171
O -3.274 -4.701 -6.840 0.072
F -1.374 -3.761 -4.121 0.088
H -2.751 -2.869 -6.020 0.110
H -1.525 -3.585 -7.075 0.142
H -0.937 -5.255 -5.362 0.170

***

(5)
19
Properties=species:S:1:pos:R:3:lowdin_charge:R:1 method="wB97M-V/def2-TZVPD" homo_energy_ha="0.0561 / -0.2682" homo_lumo_gap_ha="0.1000 / 0.4237" multiplicity=2 relative_energy_kj_mol=87.3 total_charge=-1 s2=0.75
C 0.300 0.797 1.875 -0.417
C -0.668 -0.377 1.660 -0.325
C -0.399 2.202 1.827 -0.238
H 1.177 0.670 1.236 0.059
H 0.809 0.614 2.886 0.085
H -0.102 -1.310 1.913 0.031
H -1.443 -0.253 2.426 0.017
H 0.266 3.101 2.072 0.064
H -1.254 2.145 2.470 0.026
H -1.341 -0.266 0.771 0.043
H -0.760 2.298 0.828 0.015
C 1.212 -0.968 -2.611 -0.263
C -0.261 -1.468 -2.381 -0.297
H 1.071 0.139 -2.728 0.039
H 1.655 -1.120 -1.604 0.039
H 1.694 -1.351 -3.462 0.016
H -0.698 -1.405 -1.370 0.027
H -0.872 -0.888 -3.087 0.023
H -0.386 -2.561 -2.722 0.055

***

(6)
123
Properties=species:S:1:pos:R:3:lowdin_charge:R:1 method="wB97M-V/def2-TZVPD" homo_energy_ha=-0.2328 homo_lumo_gap_ha=0.3122 relative_energy_kj_mol=0.0 total_charge=-1
As 0.133 -0.196 -0.506 0.750
F -0.550 -0.935 -1.916 -0.234
F -0.390 -1.533 0.461 -0.228
F 0.805 0.557 0.884 -0.218
F 0.638 1.142 -1.500 -0.241
F -1.397 0.581 -0.183 -0.266
F 1.641 -0.985 -0.830 -0.225
C 0.925 0.669 -5.038 -0.676
O 1.075 0.475 -6.238 0.002
N 1.463 -0.130 -4.062 0.165
N 0.170 1.703 -4.541 0.165
H 1.140 -0.054 -3.114 0.029
H 1.931 -0.954 -4.379 0.079
H 0.075 1.774 -3.541 0.063
H -0.171 2.426 -5.143 0.101
C -5.161 -0.089 1.198 -0.649
O -5.018 0.557 2.225 0.004
N -4.140 -0.453 0.362 0.179
N -6.381 -0.527 0.735 0.147
H -3.193 -0.156 0.500 0.054
H -4.391 -0.654 -0.601 0.066
H -6.419 -1.187 -0.017 0.090
H -7.189 -0.130 1.172 0.095
C 2.651 3.318 2.472 -0.666
O 2.923 2.286 3.040 0.053
N 3.299 4.515 2.673 0.145
N 1.640 3.356 1.515 0.145
H 3.159 5.269 2.030 0.081
H 3.843 4.610 3.508 0.094
H 1.724 3.989 0.737 0.074
H 1.418 2.402 1.256 0.061
C -3.057 -4.039 0.550 -0.648
O -3.041 -3.980 -0.676 0.002
N -1.950 -3.884 1.333 0.169
N -4.191 -4.452 1.225 0.147
H -1.262 -3.386 0.786 0.081
H -1.870 -4.360 2.206 0.097
H -4.997 -4.542 0.637 0.094
H -4.268 -4.296 2.211 0.088
C -3.698 3.357 -1.329 -0.677
O -4.351 4.064 -2.094 -0.011
N -2.745 2.475 -1.763 0.160
N -3.677 3.516 0.028 0.155
H -2.325 1.940 -1.020 0.040
H -2.682 2.213 -2.727 0.092
H -4.341 4.146 0.436 0.096
H -2.945 3.199 0.655 0.056
C 4.984 -2.592 -2.061 -0.684
O 5.107 -2.758 -0.875 0.064
N 3.915 -1.995 -2.690 0.143
N 5.847 -3.076 -3.020 0.139
H 3.700 -2.105 -3.661 0.079
H 3.147 -1.783 -2.068 0.071
H 5.609 -2.929 -3.981 0.081
H 6.697 -3.558 -2.802 0.098
C -1.009 3.043 3.889 -0.046
C -1.571 1.681 3.468 -0.412
C -2.392 1.088 4.607 -0.211
O -1.514 0.820 5.674 -0.216
C -2.134 0.410 6.862 -0.106
N -2.438 1.841 2.279 0.060
H -1.885 3.655 4.119 0.077
H -0.491 3.497 3.045 0.052
H -0.342 2.947 4.742 0.077
H -0.760 0.972 3.261 0.093
H -2.915 0.181 4.275 0.120
H -3.162 1.826 4.878 0.135
H -2.873 -0.378 6.688 0.091
H -2.599 1.249 7.393 0.089
H -1.329 0.026 7.490 0.074
H -3.230 1.188 2.395 0.030
H -1.912 1.530 1.468 0.032
C -3.142 -0.967 -4.735 -0.056
C -3.427 -2.153 -3.813 -0.413
C -2.418 -3.280 -4.019 -0.215
O -2.495 -3.728 -5.359 -0.176
C -1.406 -4.563 -5.692 -0.122
N -3.341 -1.663 -2.422 0.035
H -3.709 -0.104 -4.387 0.072
H -3.440 -1.294 -5.734 0.074
H -2.093 -0.667 -4.791 0.072
H -4.450 -2.494 -3.986 0.133
H -2.635 -4.087 -3.308 0.117
H -1.449 -2.864 -3.711 0.121
H -1.427 -4.610 -6.788 0.084
H -1.477 -5.596 -5.338 0.083
H -0.438 -4.119 -5.442 0.084
H -2.493 -1.103 -2.326 0.038
H -3.191 -2.459 -1.789 0.026
C -0.281 -1.448 3.895 -0.071
C 0.801 -0.503 4.406 -0.406
C 1.235 -0.874 5.816 -0.211
O 2.494 -0.327 6.116 -0.163
C 2.909 -0.601 7.427 -0.123
N 1.966 -0.572 3.498 0.062
H 0.043 -2.483 3.763 0.077
H -0.572 -1.125 2.885 0.055
H -1.266 -1.418 4.383 0.070
H 0.436 0.524 4.370 0.103
H 1.201 -1.963 5.984 0.127
H 0.484 -0.481 6.523 0.099
H 3.694 -1.368 7.488 0.081
H 2.093 -1.012 8.031 0.078
H 3.325 0.312 7.855 0.083
H 1.607 -0.421 2.556 0.037
H 2.263 -1.548 3.442 0.077
C 4.678 1.518 -4.902 -0.065
C 5.567 1.588 -3.668 -0.421
C 4.834 1.923 -2.401 -0.192
O 4.226 3.200 -2.571 -0.177
C 3.244 3.496 -1.627 -0.138
N 6.358 0.311 -3.521 0.040
H 5.242 1.442 -5.839 0.075
H 4.067 2.419 -4.975 0.080
H 4.089 0.596 -4.907 0.061
H 6.335 2.339 -3.877 0.134
H 5.567 2.026 -1.588 0.133
H 4.117 1.168 -2.061 0.124
H 2.558 2.727 -1.260 0.063
H 2.645 4.313 -2.042 0.090
H 3.662 3.916 -0.692 0.077
H 5.637 -0.399 -3.344 0.018
H 6.467 0.079 -4.513 0.054